Computed, not measured: C25H36BMnN10OS4Sb as an isolated structure, with wB97M-V/def2-TZVPD.

Each line ends with the Löwdin charge.
CARTESIAN COORDINATES (ANGSTROEM)
1 Mn -0.21620 0.21886 0.16866  0.533
2 C 1.10054 2.86555 -3.00011  -0.067
3 C 1.35409 1.53597 -3.70863  -0.359
4 C 2.74830 1.02070 -3.34502  -0.063
5 C 0.25809 0.51437 -3.49621  -0.262
6 C -0.40586 -0.05827 -4.59741  -0.036
7 C -1.31347 -0.93187 -4.05209  -0.094
8 N -1.19248 -0.87652 -2.71726  -0.025
9 N -0.23590 0.00550 -2.35713  0.116
10 B -2.07628 -1.72201 -1.77244  -0.538
11 N -1.22836 -2.62892 -0.87873  -0.029
12 C -1.19639 -3.97243 -0.87773  -0.083
13 C -0.31965 -4.38148 0.10228  -0.018
14 C 0.16101 -3.18902 0.67859  -0.274
15 N -0.39892 -2.14818 0.06994  0.080
16 C 1.15175 -3.04000 1.79345  -0.392
17 C 2.42183 -3.84235 1.49497  -0.063
18 C 0.53348 -3.46846 3.12403  -0.079
19 N -2.98845 -0.83489 -0.90642  -0.029
20 C -4.32506 -0.85038 -1.01944  -0.098
21 C -4.84119 -0.02243 -0.05618  -0.035
22 C -3.72558 0.47572 0.64331  -0.256
23 N -2.59849 -0.01334 0.10049  0.106
24 C -3.90170 1.36981 1.84653  -0.371
25 C -3.14039 2.68517 1.72813  -0.074
26 C -3.54674 0.64823 3.14863  -0.066
27 H 1.79545 3.62657 -3.36479  0.078
28 H 1.24967 2.74438 -1.92937  0.061
29 H 0.08255 3.21510 -3.16932  0.073
30 H 1.34778 1.71780 -4.78810  0.120
31 H 2.86972 1.00840 -2.26753  0.048
32 H 3.51634 1.67838 -3.75980  0.077
33 H 2.91325 0.01138 -3.72653  0.082
34 H -0.23524 0.15082 -5.64052  0.090
35 H -2.03244 -1.58435 -4.51763  0.107
36 H -2.78119 -2.41082 -2.46010  0.111
37 H -1.79121 -4.54462 -1.57077  0.108
38 H -0.06841 -5.39367 0.37005  0.094
39 H 1.40952 -1.97923 1.87018  0.065
40 H 2.19963 -4.91074 1.42756  0.068
41 H 3.14854 -3.69449 2.29529  0.081
42 H 2.87095 -3.51992 0.55331  0.052
43 H 0.25403 -4.52791 3.09816  0.072
44 H -0.35361 -2.87291 3.33827  0.076
45 H 1.23945 -3.29692 3.93553  0.013
46 H -4.81422 -1.44277 -1.77478  0.105
47 H -5.87794 0.19086 0.14368  0.090
48 H -4.97425 1.59707 1.87171  0.118
49 H -2.07323 2.49760 1.83032  0.026
50 H -3.43941 3.37038 2.52414  0.079
51 H -3.34354 3.15515 0.76204  0.064
52 H -2.49432 0.37467 3.15641  0.013
53 H -4.13514 -0.26647 3.25604  0.076
54 H -3.73160 1.29398 4.00892  0.080
55 S 2.58362 -1.19848 5.36520  -0.478
56 Sb 1.97370 1.03275 5.50681  0.021
57 S 0.06773 0.23395 2.44332  -0.055
58 S 0.54481 2.09625 3.11514  -0.215
59 S 0.32419 1.08580 7.13035  -0.554
60 N 7.22211 -0.57824 -0.10476  0.147
61 C 6.08216 -0.45498 -0.01132  -0.186
62 C 4.68297 -0.28426 0.07672  -0.210
63 C 3.79179 -1.14784 -0.57251  -0.023
64 C 2.45475 -0.84404 -0.60425  -0.157
65 N 1.91041 0.24793 -0.03340  -0.023
66 C 2.75591 1.02078 0.67263  -0.136
67 C 4.10836 0.80373 0.75236  0.022
68 H 4.16487 -2.02069 -1.09104  0.119
69 H 1.76828 -1.47967 -1.14943  0.109
70 H 2.30740 1.85856 1.19848  0.038
71 H 4.73748 1.47725 1.31712  0.125
72 N -1.49789 4.49225 -1.06256  0.144
73 C -0.70048 3.59706 -0.35586  -0.688
74 N 0.17096 4.13957 0.51237  0.163
75 O -0.76683 2.39893 -0.62180  -0.056
76 H -1.79268 5.31726 -0.56757  0.084
77 H -2.23632 4.02585 -1.56421  0.096
78 H 0.07098 5.11269 0.74839  0.093
79 H 0.44255 3.52054 1.31324  -0.029

Calculated values
**2S+1**: 6
**Energy relative to the best compared isomer or geometry (same formula, charge and spin)**: 0.0 kcal/mol
**Charge**: -2
**LUMO energy (alpha / beta)**: 3.736 / 3.663 eV
**E_tot**: -125340.760 eV